29
Properties=species:S:1:pos:R:3 method="wB97M-V/def2-TZVPD" energy_ha=-466.99552 lumo_energy_ev=0.86 de_lowest_kj_mol=175.21 gap_ev=9.92
C -3.0477 0.0486 0.0131
C -1.7766 -0.1028 -0.7801
C -1.0017 -1.3193 -0.2376
C -0.2406 -1.0515 0.9907
C 0.7407 0.1689 0.8505
C -0.1340 1.3638 0.5376
C -0.9246 1.1933 -0.7548
C 1.8502 -0.0948 -0.1477
C 2.5573 -1.3135 -0.0197
C 2.3612 0.8014 -1.0135
H -3.6852 0.9424 -0.0932
H -2.9837 -0.0552 1.2169
H -3.6606 -0.7870 -0.1707
H -2.1263 -0.2648 -1.8566
H -0.1716 -1.6294 -0.9661
H -1.7182 -2.1178 -0.1085
H 0.4776 -1.8889 1.1637
H -0.6569 -0.9776 2.0113
H 1.3004 0.3195 1.7753
H -0.9200 1.3847 1.3835
H 1.5797 2.5300 1.0144
H -1.5328 2.0222 -1.0077
H -0.2219 1.0540 -1.5416
H 2.6615 -1.7088 1.0379
H 2.1580 -2.1933 -0.5709
H 3.5581 -1.1581 -0.5404
H 3.0839 0.4690 -1.7207
H 1.8232 1.7558 -1.0360
O 0.6505 2.6092 0.5709


31
Properties=species:S:1:pos:R:3 method="wB97M-V/def2-TZVPD" energy_ha=-831.68096 lumo_energy_ev=0.82 de_lowest_kj_mol=204.40 gap_ev=9.36
C -0.0872 -1.1079 2.5071
C 1.0054 -1.2843 1.7044
C -0.2904 1.1240 1.5155
C -0.7192 2.3891 1.4415
C -0.7992 0.1895 2.6484
C 0.4383 0.5106 0.3916
C 2.2430 2.1968 -0.0415
C -1.0832 0.1893 -2.4983
C -1.2631 -2.3339 -0.4971
C 1.3187 -1.5676 -1.8864
O 1.5428 -0.2924 0.9831
O 1.0685 1.4098 -0.4705
Si -0.2040 -0.7153 -1.0795
H -0.3352 -1.9015 3.1771
H 1.5054 -2.2269 1.6671
H -0.6776 3.0655 0.6811
H -1.1062 2.7330 2.3801
H -1.9551 0.3632 2.6806
H -0.6172 0.6494 3.6594
H 2.1929 2.7602 0.9005
H 2.1814 2.9261 -0.8466
H 3.1147 1.5960 0.1730
H -0.5451 0.5123 -3.3207
H -1.8319 -0.3783 -3.0880
H -1.5912 1.0294 -2.1870
H -1.3166 -2.8992 -1.3867
H -0.5729 -2.7036 0.2905
H -2.1494 -1.9675 -0.0761
H 1.8418 -0.9140 -2.5521
H 1.9108 -2.0073 -1.2184
H 1.0371 -2.3363 -2.6437


30
Properties=species:S:1:pos:R:3 method="wB97M-V/def2-TZVPD" energy_ha=-970.67346 lumo_energy_ev="0.66 / 0.66" de_lowest_kj_mol=317.81 gap_ev="7.78 / 7.78"
C -0.5537 2.1775 0.3629
C -4.5075 -0.4747 -1.1664
C 3.1080 0.0254 2.0827
C 0.9141 2.1923 -0.1136
C -0.9261 0.8863 1.0343
C -3.4915 0.2729 -0.7504
C 3.4771 -0.2934 0.8505
C 1.2329 1.0516 -1.0379
C -2.5023 -1.8668 1.3911
C 2.6516 -1.7781 -1.7276
Si -2.2151 -0.2011 0.5313
Si 2.3477 -0.2506 -0.6465
H -0.6834 3.0125 1.0608
H -1.2077 2.3555 -0.4909
H -5.2170 -0.1241 -1.9015
H -4.6815 -1.4736 -0.7968
H 3.7970 0.0226 2.9149
H 2.0914 0.2931 2.3191
H 1.0910 3.1480 -0.6192
H 1.5667 2.1547 0.7592
H -0.2648 0.5987 1.8421
H -3.3817 1.2657 -1.1679
H 4.5161 -0.5672 0.6861
H 0.6981 1.0588 -1.9780
H -3.3134 -2.4356 0.9457
H -1.6046 -2.4754 1.3467
H -2.7411 -1.7143 2.4393
H 3.7018 -1.8874 -1.9866
H 2.3404 -2.6879 -1.2190
H 2.0870 -1.7055 -2.6507


42
Properties=species:S:1:pos:R:3 method="wB97M-V/def2-TZVPD" energy_ha=-4521.61804 lumo_energy_ev="0.28 / -1.94" spin_multiplicity=3 de_lowest_kj_mol=12.50 s2=2.015 gap_ev="8.46 / 6.18"
Ag 0.5746 0.2955 0.5852
C 3.1911 0.0265 -1.9167
O 2.7034 0.3311 -0.6042
H 3.3279 0.9538 -2.4730
H 4.1736 -0.4455 -1.9253
H 2.5463 -0.6068 -2.5258
C 1.6626 2.0867 2.3952
O 0.5422 2.1756 1.8667
O 2.6780 2.5665 1.8716
O 2.0449 0.9124 2.2601
Cl -0.9334 -0.5488 2.8946
C -1.9131 0.7297 3.7608
C -3.2073 1.0775 2.9596
Cl -2.8803 1.9807 1.4759
H -1.3713 1.6728 3.8319
H -2.0835 0.2482 4.7237
H -3.8862 1.7049 3.5371
H -3.6955 0.1620 2.6254
Cl -3.5086 -0.1263 -2.4174
C -3.7345 -1.5652 -1.3868
C -2.4030 -2.2350 -1.2500
Cl -1.1847 -1.1687 -0.5089
H -4.4347 -2.2268 -1.8966
H -3.9456 -1.1987 -0.3821
H -2.0004 -2.5019 -2.2271
H -2.4286 -3.1538 -0.6642
Cl 1.1475 5.5971 -1.9723
C 0.3280 4.2589 -1.1713
C 0.1847 3.1367 -2.1959
Cl -0.5353 1.6739 -1.5397
H -0.6085 4.6227 -0.7483
H 0.9024 3.8498 -0.3401
H 1.2125 2.8411 -2.4061
H -0.3347 3.4520 -3.1009
Cl 0.9655 -3.8359 -1.7603
C 2.4994 -4.0103 -0.8740
C 2.2174 -3.7289 0.6131
Cl 1.4909 -2.2038 1.0520
H 3.2324 -3.3775 -1.3743
H 2.6997 -5.0761 -0.9836
H 3.1686 -3.8405 1.1334
H 1.5955 -4.5054 1.0584